C26H68BO31 | ωB97M-V/def2-TZVPD

Structure (XYZ):
```
126
Properties=species:S:1:pos:R:3:forces:R:3:lowdin_charge:R:1
O 28.9892 9.9483 -8.0152 5.28 2.46 0.08 0.20
C 27.9551 9.4656 -8.0760 -3.80 -2.15 -0.53 -0.46
O 26.9571 9.6705 -7.2646 -1.24 0.52 0.56 0.25
B 25.8173 8.8377 -7.6485 -0.71 0.71 0.57 -0.86
O 26.2901 7.9850 -8.7200 -0.28 -0.06 0.18 0.25
C 27.5278 8.3564 -9.0476 -1.69 0.25 2.09 -0.39
O 28.2007 7.8027 -9.8162 2.00 -1.10 -2.58 0.19
O 24.6110 9.6027 -8.1396 -0.10 -0.13 0.46 0.23
C 23.5491 9.3103 -7.4082 0.96 -0.13 -0.75 -0.36
O 22.4419 9.7355 -7.5796 -0.46 -0.04 0.17 0.13
C 23.9959 8.3250 -6.3023 0.84 0.86 0.12 -0.34
O 25.3211 8.2162 -6.3867 -0.78 -0.82 -0.45 0.22
O 23.2849 7.8816 -5.4500 -0.03 -0.24 -0.10 0.14
O 27.3227 7.1312 -12.7987 0.02 0.35 0.35 -0.07
H 27.6555 7.4308 -11.9312 -0.14 -0.28 -0.33 0.01
H 26.6021 7.7387 -13.0051 0.15 -0.11 0.07 0.03
C 27.3364 6.1455 -4.5033 0.02 -0.15 -0.76 -0.22
C 28.8135 6.0405 -4.7339 0.26 -0.87 0.04 -0.25
O 29.5398 6.3905 -3.5825 0.60 1.01 0.46 -0.06
O 26.8927 5.1683 -3.5757 -0.26 -0.38 0.31 -0.06
H 26.8153 5.9999 -5.4546 -0.06 0.25 -0.02 0.12
H 27.1394 7.1510 -4.1419 -0.35 -0.05 0.28 0.12
H 29.0852 6.6705 -5.5796 0.26 0.19 0.12 0.11
H 29.1454 5.0155 -4.9334 -0.50 -0.10 -0.70 0.13
H 29.5891 5.6286 -3.0032 -0.14 0.00 0.11 0.10
H 26.7649 4.3579 -4.0853 0.08 0.06 0.16 0.10
C 22.4251 3.8812 -7.1664 -0.15 0.73 -0.25 -0.28
C 23.8143 3.7962 -7.7631 0.17 0.59 0.95 -0.27
O 24.1351 2.5405 -8.3061 -0.53 -0.38 -0.17 -0.06
O 21.4066 3.7259 -8.1398 0.03 0.31 -0.06 -0.08
H 22.3468 4.8820 -6.7117 -0.07 -0.30 -0.01 0.10
H 22.3211 3.1403 -6.3596 -0.16 -0.02 -0.23 0.12
H 24.5046 3.9932 -6.9267 0.07 -0.05 -0.15 0.11
H 23.9523 4.6236 -8.4671 -0.01 -0.21 -0.31 0.12
H 23.2821 2.1003 -8.4430 0.34 0.03 -0.24 0.08
H 20.9706 4.6072 -8.2585 0.16 -0.80 0.15 0.05
C 33.0929 11.5861 -9.8896 -0.15 1.30 -0.72 -0.27
C 32.2314 10.5765 -9.2137 0.35 -0.35 0.25 -0.23
O 32.7812 9.2669 -9.3706 -0.35 -0.13 -0.03 -0.07
O 34.2946 11.7782 -9.1885 0.56 -0.59 0.84 -0.06
H 32.5509 12.5427 -9.9495 -0.11 -0.16 0.05 0.12
H 33.3185 11.2889 -10.9191 -0.18 -0.23 -0.01 0.12
H 31.2493 10.6106 -9.6770 -0.10 -0.36 0.00 0.12
H 32.1148 10.8024 -8.1482 -0.03 0.13 -0.11 0.13
H 33.5981 9.1965 -8.8638 -0.06 0.14 -0.04 0.10
H 34.7059 12.6122 -9.4006 -0.02 0.22 -0.23 0.08
C 24.1777 8.1214 -1.7658 0.63 0.42 0.47 -0.25
C 22.8113 8.7359 -1.9028 -0.77 -0.54 -0.66 -0.27
O 22.8032 9.9838 -1.2718 0.06 1.01 0.60 -0.06
O 24.3024 7.2186 -0.6904 -0.47 -1.07 -0.15 -0.08
H 24.8566 8.9332 -1.4811 -0.04 0.08 -0.38 0.12
H 24.5163 7.7180 -2.7241 -0.03 -0.28 0.06 0.10
H 22.0433 8.0910 -1.4648 0.16 -0.26 0.03 0.12
H 22.5418 8.8562 -2.9586 0.15 -0.01 -0.11 0.10
H 21.9304 10.3730 -1.3612 -0.02 0.02 0.01 0.08
H 23.9802 6.3324 -0.9799 0.44 0.76 0.12 0.06
C 22.9185 13.2518 -9.5710 1.66 0.42 0.08 -0.27
C 21.9630 13.7291 -10.5960 -1.26 -0.11 -1.65 -0.26
O 20.6521 13.1593 -10.5949 0.27 -1.03 0.81 -0.10
O 22.4417 13.4844 -8.2469 0.40 -0.34 -0.29 -0.05
H 23.8597 13.8053 -9.7942 -0.40 0.23 0.42 0.09
H 23.3216 12.2372 -9.6935 -0.93 -0.27 -0.06 0.13
H 22.3828 13.5658 -11.6101 0.29 -0.19 0.42 0.12
H 21.8239 14.8186 -10.5828 0.03 -0.14 0.56 0.12
H 20.6863 12.2536 -10.1685 0.15 1.25 -0.52 0.06
H 22.8389 12.7831 -7.7192 -0.25 0.11 0.21 0.08
C 19.9012 9.6868 -10.3369 -1.87 -1.85 0.13 -0.29
C 20.4884 8.6558 -11.2629 -0.19 -0.46 -0.99 -0.22
O 21.4318 7.8042 -10.6143 -0.10 0.27 0.40 -0.07
O 20.7628 10.4902 -9.6777 1.87 0.98 1.09 -0.06
H 19.2765 9.1726 -9.5886 0.00 -0.33 -0.12 0.11
H 19.1483 10.2288 -10.9165 0.38 0.49 -0.09 0.13
H 20.9318 9.1199 -12.1528 0.21 0.13 0.27 0.12
H 19.6452 8.0536 -11.6444 0.12 0.07 0.15 0.12
H 22.0151 7.4058 -11.2645 0.00 0.02 0.00 0.10
H 21.2605 9.9972 -8.9727 -0.35 0.71 -0.74 0.08
C 26.7205 14.5471 -8.4289 0.25 -0.22 -1.03 -0.21
C 25.5678 15.2255 -7.7466 -0.88 0.72 -1.00 -0.22
O 25.1804 16.4749 -8.3880 0.42 -0.60 0.23 -0.08
O 26.3207 14.0864 -9.7577 -0.22 0.23 0.76 -0.09
H 27.0033 13.6568 -7.8708 0.15 0.00 0.20 0.11
H 27.5830 15.2069 -8.5629 -0.08 0.00 0.35 0.12
H 25.7930 15.5029 -6.7197 0.06 -0.21 0.04 0.12
H 24.7124 14.5349 -7.7998 0.14 0.18 0.38 0.10
H 24.8779 16.2821 -9.2849 0.06 -0.19 0.22 0.07
H 26.9080 14.4732 -10.4039 0.15 0.09 -0.11 0.07
C 32.0538 6.3667 -6.9001 -0.14 -1.01 0.54 -0.22
C 31.0513 6.3159 -8.0459 0.94 -1.00 -0.59 -0.26
O 31.6309 6.5805 -9.3004 0.08 1.00 -0.39 -0.07
O 33.1177 5.3796 -7.0093 -0.47 0.83 -0.15 -0.08
H 31.5092 6.1211 -5.9673 0.09 0.50 -0.19 0.10
H 32.5083 7.3549 -6.8124 0.14 -0.17 -0.01 0.12
H 30.1591 6.9105 -7.8226 0.03 0.04 -0.07 0.10
H 30.7999 5.2566 -8.2061 -0.58 0.15 0.63 0.12
H 31.7880 7.5360 -9.4382 -0.02 -0.42 0.30 0.06
H 32.7053 4.5104 -6.9577 0.00 0.11 -0.08 0.07
C 23.2456 5.1851 -4.0134 -1.39 -0.37 -0.76 -0.26
C 23.5400 4.1796 -2.9414 0.61 -0.15 -1.20 -0.24
O 24.3610 4.6845 -1.9251 0.53 -0.26 0.32 -0.07
O 22.2106 6.0846 -3.6276 0.63 0.60 -0.22 -0.07
H 22.8719 4.5919 -4.8697 0.19 0.23 0.32 0.08
H 24.1863 5.6334 -4.3588 -0.18 0.44 0.31 0.11
H 24.0957 3.4316 -3.5346 -0.13 -0.42 0.48 0.12
H 22.6533 3.7163 -2.5306 -0.23 0.07 0.18 0.13
H 25.2448 4.7093 -2.3321 -0.12 0.54 0.53 0.07
H 22.2394 6.8612 -4.2280 0.10 -0.74 0.49 0.05
C 19.7117 7.0367 -7.4179 0.48 0.06 -0.99 -0.22
C 18.8632 6.2009 -6.5626 -1.07 -0.92 1.71 -0.26
O 19.6093 5.0887 -6.0976 0.21 -0.23 -0.23 -0.05
O 20.1621 6.2394 -8.5146 0.48 0.16 -0.46 -0.08
H 20.5865 7.3835 -6.8640 -0.18 0.40 0.08 0.13
H 19.0751 7.8314 -7.8191 0.32 0.39 0.29 0.12
H 17.9342 5.8751 -7.0500 0.26 -0.01 -0.39 0.13
H 18.5311 6.7322 -5.6587 0.07 0.56 -0.34 0.13
H 19.0293 4.5368 -5.5689 0.06 -0.06 0.04 0.09
H 20.7732 6.7656 -9.0777 -0.52 -0.22 0.23 0.07
C 28.8304 9.8306 -4.0276 1.20 0.22 0.65 -0.24
C 29.1245 11.3194 -4.1904 -0.84 -0.50 -0.02 -0.23
O 28.3245 12.1151 -3.3068 0.37 -0.04 -0.22 -0.07
O 29.4854 9.3805 -2.8302 -0.24 -0.17 -0.11 -0.09
H 29.2863 9.2848 -4.8651 -0.42 0.13 -0.17 0.11
H 27.7453 9.6986 -3.9632 0.07 -0.12 -0.17 0.12
H 28.8256 11.5367 -5.2165 0.04 0.47 0.04 0.11
H 30.1817 11.5475 -4.0433 0.06 -0.19 -0.12 0.12
H 28.7434 12.0793 -2.4397 -0.14 -0.10 -0.05 0.08
H 29.6017 8.4199 -2.9024 -0.12 0.18 0.08 0.05
```
Forces are in eV/Å.

Results
Molar mass ... 887.61 g mol⁻¹
Highest occupied orbital energy ... -7.59 eV
Energy relative to the best compared isomer or geometry (same formula, charge and spin) ... 0.326 eV
Net charge ... -1


C26H68ClF5N19O13PSi | ωB97M-V/def2-TZVPD

Structure (XYZ):
```
134
Properties=species:S:1:pos:R:3:forces:R:3:lowdin_charge:R:1
C 2.3365 1.1351 2.8413 -0.62 -0.38 -0.48 -0.08
C 1.5900 0.2553 1.8040 0.95 -0.25 0.99 -0.24
C 2.5212 -0.8483 1.2663 -0.89 0.64 -1.14 -0.17
C 3.2943 -0.3220 0.0483 -0.16 -0.78 1.36 -0.22
O 3.7870 -1.4514 -0.6877 0.05 0.98 -0.69 -0.10
C 3.6406 -1.3338 -2.0901 -1.43 -0.46 -0.10 -0.39
P 4.2295 0.2836 -2.7869 2.27 0.19 0.43 0.76
N 5.8073 0.2724 -2.7925 -0.36 0.12 -0.06 -0.30
C 2.2352 -1.8450 -2.5820 0.78 1.28 0.70 -0.24
C 1.0487 -0.8127 -2.4877 -0.28 -0.70 0.26 -0.09
C -0.0900 -1.1464 -1.5159 -0.59 0.88 -0.97 -0.20
O -1.2343 -0.2576 -1.7768 0.60 -0.89 -0.01 -0.22
Si -2.5639 -0.9510 -2.5358 -0.85 0.38 0.07 0.43
C -3.9806 0.2807 -2.4435 0.67 -0.08 0.38 -0.16
C -2.3275 -1.3050 -4.3703 -0.09 0.19 0.27 -0.15
C -3.2185 -2.4608 -1.6060 0.83 0.39 -0.32 -0.14
O 2.0618 -3.0658 -1.8189 -0.38 0.32 -1.45 -0.09
C 1.8362 -4.2545 -2.4824 -0.40 -1.17 1.66 -0.67
Cl 0.3508 -4.2548 -3.4982 0.11 0.44 -0.46 0.80
C 1.5219 -5.3182 -1.3547 -0.49 1.45 0.97 -0.09
C 1.0974 -4.6078 -0.0615 2.01 0.44 -0.60 -0.32
C 2.2118 -4.3691 0.9017 -2.23 -1.17 0.55 -0.02
O 1.1629 -5.3922 1.0747 -0.39 -0.53 0.13 -0.05
C 3.0699 -4.8509 -3.2294 0.02 -0.19 0.03 -0.37
F 2.8375 -6.1825 -3.4107 -0.05 0.78 -0.21 0.12
F 4.1408 -4.7606 -2.3826 -0.50 0.17 -0.51 0.13
C 3.5260 -4.2862 -4.6205 1.02 -0.30 -1.52 -0.46
F 4.1390 -5.3097 -5.2962 -0.57 1.06 0.58 0.13
F 4.4664 -3.2985 -4.5037 -1.44 -0.76 0.04 0.12
F 2.5288 -3.8358 -5.4183 0.87 -0.29 1.02 0.13
H 2.1210 2.1880 2.6883 0.17 0.19 0.06 0.05
H 3.3980 0.9205 2.7806 0.24 0.36 0.04 0.07
H 1.9931 0.8709 3.8368 0.06 0.06 0.20 0.07
H 1.2053 0.8388 0.9708 -0.10 0.13 -0.03 0.10
H 0.7391 -0.2016 2.3041 -0.02 -0.02 -0.15 0.08
H 3.1785 -1.2800 2.0135 0.00 -0.08 0.17 0.12
H 1.8613 -1.6066 0.8515 0.16 -0.48 0.10 0.08
H 2.5713 0.2663 -0.5031 0.06 0.08 -0.44 0.08
H 4.1092 0.3210 0.3784 0.19 0.11 -0.31 0.12
H 4.3229 -2.0590 -2.5288 0.43 0.17 0.08 0.10
H 3.8118 1.3713 -2.0037 -0.87 -0.16 -0.21 0.00
H 3.7153 0.4654 -4.0922 -0.69 -0.34 0.23 0.01
H 6.1282 1.0544 -2.2302 0.27 -0.12 -0.04 -0.06
H 2.3809 -2.0067 -3.6470 -0.14 -0.55 -0.12 0.12
H 0.5782 -0.7671 -3.4667 0.00 0.01 -0.17 0.10
H 1.3803 0.1999 -2.2694 0.33 0.02 0.00 0.10
H -0.4099 -2.1572 -1.7318 0.08 -0.46 0.40 0.06
H 0.1974 -1.0040 -0.4823 0.00 -0.18 0.26 0.10
H -3.9910 0.6939 -1.4361 -0.11 0.14 0.08 0.01
H -3.8968 1.0921 -3.1627 -0.06 0.06 -0.11 0.03
H -4.9314 -0.2348 -2.5643 -0.10 -0.04 -0.20 0.03
H -1.3074 -1.4590 -4.6904 0.30 -0.27 -0.10 0.01
H -2.7062 -0.4428 -4.9199 0.06 0.13 -0.01 0.03
H -2.9486 -2.1440 -4.6792 0.09 -0.21 0.00 0.03
H -3.7185 -2.1382 -0.6966 -0.25 -0.02 0.03 0.03
H -3.8893 -2.9854 -2.2827 -0.25 -0.09 0.13 0.03
H -2.4265 -3.1464 -1.3218 0.10 -0.27 0.04 0.01
H 2.4120 -5.8524 -1.0518 0.02 -0.47 -0.35 0.12
H 0.6874 -5.9443 -1.6371 0.31 -0.48 -0.39 0.11
H 0.3363 -3.8466 -0.1272 -0.43 0.00 0.08 0.13
H 3.1411 -4.8994 0.7882 0.53 0.67 -0.17 0.12
H 1.9929 -3.6592 1.6801 0.91 0.53 -0.08 0.10
C -1.4231 0.8367 2.8555 -0.39 -0.37 0.00 -0.69
O -1.0391 1.9963 2.7853 0.19 0.06 -0.06 0.00
N -1.5007 0.1613 4.0287 0.46 -0.14 0.19 0.17
N -1.8057 0.1214 1.7561 0.13 0.04 -0.13 0.18
H -1.8123 -0.7925 4.0992 -0.36 0.23 -0.02 0.07
H -1.2316 0.6522 4.8603 -0.06 0.02 0.00 0.11
H -1.7643 0.5813 0.8656 -0.02 0.01 -0.09 0.09
H -2.1237 -0.8308 1.8007 -0.15 0.15 0.13 0.10
C 4.1316 4.1228 -0.4243 -0.11 0.11 0.09 -0.69
O 4.4550 2.9628 -0.2615 0.24 -0.35 -0.29 0.02
N 3.1814 4.6921 0.3702 -0.09 0.27 0.13 0.16
N 4.6965 4.9382 -1.3693 0.10 -0.06 0.12 0.16
H 2.8791 5.6456 0.3039 0.02 0.01 -0.09 0.09
H 2.7924 4.1069 1.0872 -0.04 -0.07 -0.09 0.09
H 5.4049 4.5365 -1.9567 -0.02 -0.02 -0.01 0.11
H 4.4374 5.8977 -1.5039 -0.09 -0.04 -0.02 0.10
C 8.0918 -4.7920 -3.5995 -0.05 0.02 -0.18 -0.67
O 8.4084 -4.8306 -2.4276 0.04 -0.04 0.12 0.03
N 9.0098 -4.9156 -4.6120 0.03 -0.03 0.01 0.14
N 6.7969 -4.6232 -4.0080 0.36 -0.15 0.05 0.15
H 8.7724 -4.8865 -5.5845 -0.03 0.02 0.01 0.09
H 9.9684 -5.0402 -4.3467 -0.02 0.01 0.02 0.10
H 6.1062 -4.5294 -3.2916 0.03 0.04 0.09 0.07
H 6.5174 -4.5903 -4.9676 0.05 0.02 -0.04 0.08
C -5.9821 2.6969 -0.1242 -0.24 0.39 -0.09 -0.65
O -5.5624 1.5728 0.1349 0.27 0.09 0.18 -0.02
N -7.1012 3.1998 0.4613 -0.09 -0.17 0.02 0.18
N -5.3578 3.5103 -1.0100 0.14 -0.05 -0.17 0.18
H -7.4619 4.1149 0.2678 0.04 0.02 0.03 0.10
H -7.5847 2.6139 1.1204 0.00 0.02 -0.02 0.10
H -4.5280 3.1598 -1.4542 0.00 0.01 0.05 0.10
H -5.6740 4.4339 -1.2373 0.00 0.02 0.09 0.10
C -7.8686 -0.9515 1.0620 0.25 0.03 -0.43 -0.66
O -7.6640 -0.3560 2.1196 -0.37 0.06 0.43 -0.03
N -7.2061 -0.5934 -0.0568 0.14 0.20 0.13 0.17
N -8.7517 -1.9882 0.9641 -0.03 0.01 0.24 0.16
H -7.3143 -1.0370 -0.9491 -0.07 -0.07 0.06 0.10
H -6.5459 0.1862 0.0699 -0.15 -0.29 -0.28 0.05
H -9.2454 -2.2555 1.7950 -0.03 0.02 -0.03 0.10
H -8.9273 -2.4848 0.1119 0.04 0.03 -0.03 0.09
C -4.8928 -2.2332 4.1725 -0.33 -0.30 0.07 -0.68
O -4.1149 -1.3201 3.9632 0.50 0.15 -0.12 0.02
N -4.4852 -3.4255 4.7074 0.16 -0.11 0.04 0.15
N -6.2161 -2.1377 3.8896 0.02 0.17 0.04 0.17
H -5.1037 -4.1921 4.8890 -0.02 0.01 0.01 0.09
H -3.5111 -3.5227 4.9246 -0.05 -0.02 0.01 0.10
H -6.5426 -1.2695 3.4906 -0.12 -0.11 -0.14 0.06
H -6.8726 -2.8767 4.0507 0.05 -0.03 0.04 0.09
C 6.6269 6.7583 2.4955 -0.04 -0.11 -0.16 -0.69
O 6.9736 7.1621 3.5862 0.04 0.06 0.11 0.03
N 7.2364 7.1592 1.3336 -0.01 0.07 -0.01 0.14
N 5.5987 5.8685 2.3288 -0.01 0.12 0.02 0.16
H 6.9670 6.8353 0.4246 0.00 -0.07 0.03 0.08
H 7.9945 7.8101 1.4161 0.00 -0.02 0.02 0.10
H 5.1306 5.5506 3.1564 0.04 -0.02 0.01 0.10
H 5.2988 5.5256 1.4366 0.04 -0.06 0.02 0.05
C -1.0315 5.6324 1.9366 -0.03 -0.46 0.50 -0.69
O -1.8644 6.2784 1.3256 0.01 0.04 -0.12 0.02
N -1.3120 4.7532 2.9293 -0.46 0.65 0.10 0.16
N 0.3116 5.7152 1.6850 0.48 0.37 -0.49 0.14
H -0.6118 4.2310 3.4173 -0.11 -0.31 -0.12 0.08
H -2.2746 4.6229 3.1752 0.07 -0.14 0.00 0.10
H 0.6068 6.3447 0.9638 -0.05 0.03 0.02 0.09
H 0.9929 5.1755 2.1812 -0.08 0.01 0.08 0.07
C -6.0567 2.7791 4.6260 0.08 -0.18 -0.26 -0.68
O -5.8497 3.3835 5.6619 0.02 0.10 0.13 0.02
N -5.4134 3.0914 3.4536 -0.17 0.03 0.10 0.17
N -6.9449 1.7402 4.5428 -0.05 0.10 -0.12 0.16
H -5.5626 2.6026 2.5897 0.12 -0.15 0.05 0.06
H -4.7552 3.8473 3.4811 -0.05 -0.04 0.02 0.09
H -7.4277 1.4837 5.3829 0.05 0.03 0.01 0.10
H -7.1304 1.2297 3.6969 0.06 -0.10 -0.06 0.05
```
Forces are in eV/Å.

Results
Molar mass ... 1044.45 g mol⁻¹
Highest occupied orbital energy ... -8.35 eV